C25H35BrCl32INO3P | the ωB97M-V functional and the def2-TZVPD basis

Last column: Mulliken charge in e.
CARTESIAN COORDINATES (ANGSTROEM)
C (-3.331, -0.414, 1.433)  -0.738
O (-2.057, -0.686, 0.912)  -0.292
C (-1.310, -1.444, 1.842)  -1.187
C (0.148, -1.609, 1.403)  1.036
C (0.575, -0.550, 0.406)  -0.786
C (2.093, -0.400, 0.295)  -0.017
C (2.797, -0.299, 1.632)  0.194
C (4.117, 0.484, 1.605)  -1.432
C (3.948, 1.925, 1.145)  -0.133
C (5.040, 2.880, 1.650)  -1.179
C (4.528, 3.939, 2.645)  -0.917
C (4.195, 5.294, 1.996)  -0.881
C (3.614, 5.125, 0.597)  -0.116
C (2.840, 6.357, 0.094)  -1.160
C (1.849, 5.863, -0.942)  0.063
C (0.471, 5.566, -0.407)  -0.944
O (-0.156, 4.705, -1.322)  -0.327
C (-0.409, 5.364, -2.541)  -0.676
I (-1.327, 3.949, -3.826)  0.162
C (0.819, 6.093, -3.150)  -0.229
P (2.110, 5.128, -4.147)  0.210
O (1.960, 3.614, -3.603)  -0.360
Br (1.248, 5.172, -6.187)  -0.137
N (1.607, 6.798, -2.073)  -0.071
H (-3.951, -0.008, 0.645)  0.281
H (-3.793, -1.335, 1.788)  0.263
H (-3.288, 0.289, 2.263)  0.370
H (-1.355, -0.942, 2.813)  0.424
H (-1.775, -2.422, 1.960)  0.420
H (0.736, -1.588, 2.311)  -0.269
H (0.213, -2.592, 0.969)  -0.232
H (0.242, -0.854, -0.576)  0.325
H (0.154, 0.421, 0.636)  0.428
H (2.514, -1.232, -0.264)  0.046
H (2.256, 0.470, -0.325)  0.287
H (2.998, -1.298, 1.985)  -0.665
H (2.158, 0.239, 2.326)  0.477
H (4.485, 0.503, 2.626)  0.480
H (4.862, -0.041, 1.017)  0.380
H (2.991, 2.271, 1.526)  0.353
H (3.846, 1.942, 0.068)  0.204
H (5.596, 3.341, 0.848)  0.634
H (5.772, 2.282, 2.180)  0.543
H (3.641, 3.534, 3.112)  0.405
H (5.310, 4.081, 3.373)  0.367
H (3.424, 5.780, 2.580)  0.376
H (5.076, 5.923, 1.984)  0.332
H (2.879, 4.332, 0.665)  0.013
H (4.363, 4.883, -0.141)  0.444
H (2.370, 6.833, 0.946)  0.468
H (3.547, 7.028, -0.387)  0.380
H (2.208, 4.917, -1.314)  0.132
H (-0.092, 6.503, -0.359)  0.442
H (0.507, 5.125, 0.577)  0.472
H (-1.165, 6.123, -2.354)  0.649
H (0.440, 6.858, -3.814)  0.551
H (2.812, 3.401, -3.177)  0.321
H (2.472, 7.194, -2.453)  0.478
H (1.044, 7.577, -1.721)  0.492
C (-0.483, -4.307, -1.574)  0.162
Cl (1.062, -3.476, -1.313)  -0.075
Cl (-0.865, -5.247, -0.128)  -0.051
Cl (-1.756, -3.119, -1.865)  0.000
Cl (-0.317, -5.372, -2.982)  -0.105
C (-4.614, -7.028, -1.580)  0.289
Cl (-4.550, -6.457, 0.091)  -0.095
Cl (-3.234, -6.383, -2.483)  -0.010
Cl (-4.556, -8.790, -1.606)  -0.094
Cl (-6.124, -6.470, -2.319)  -0.102
C (4.299, -5.564, 0.995)  0.258
Cl (2.676, -5.976, 0.414)  -0.037
Cl (4.536, -3.800, 1.041)  -0.074
Cl (4.511, -6.210, 2.623)  -0.079
Cl (5.480, -6.267, -0.104)  -0.085
C (-6.980, -0.981, 2.884)  0.260
Cl (-7.089, -1.481, 1.193)  0.015
Cl (-6.453, 0.706, 2.965)  -0.110
Cl (-8.558, -1.141, 3.651)  -0.099
Cl (-5.811, -2.002, 3.725)  -0.082
C (-6.745, -1.962, -3.354)  0.213
Cl (-6.508, -3.661, -2.942)  0.019
Cl (-6.108, -0.963, -2.039)  -0.062
Cl (-5.884, -1.588, -4.851)  -0.113
Cl (-8.466, -1.631, -3.560)  -0.036
C (1.778, -3.221, 5.282)  0.226
Cl (1.904, -4.852, 5.942)  -0.096
Cl (2.367, -2.054, 6.469)  -0.114
Cl (2.756, -3.107, 3.814)  0.004
Cl (0.088, -2.870, 4.902)  -0.076
C (4.361, -7.329, -4.354)  0.311
Cl (3.225, -6.841, -5.616)  -0.101
Cl (3.578, -7.206, -2.777)  0.002
Cl (4.872, -8.995, -4.631)  -0.096
Cl (5.772, -6.266, -4.388)  -0.107
C (-11.281, -2.012, -0.807)  0.287
Cl (-12.427, -1.944, 0.533)  -0.103
Cl (-9.920, -0.933, -0.480)  -0.034
Cl (-10.687, -3.664, -0.995)  -0.072
Cl (-12.082, -1.503, -2.297)  -0.088

Results
E_LUMO = -3.19 eV
net charge = +1
HOMO level = -11.0870 eV